(1)
C17H21ClN2O2 in the gas phase in a non-equilibrium geometry, computed with ωB97M-V/def2-TZVPD.

Results
Max |F| ... 1.27 eV/A
LUMO ... 0.53 eV
Charge ... 0
E_HOMO ... -0.29769 Eh
SMILES ... Cc1oc(-c2ccccc2Cl)nc1CN1CCCC[C@@H]1CO
Energy above the lowest of the compared OMol25 structures with the same formula, charge and spin ... 35.36 kcal/mol
2S+1 ... 1

XYZ file:
```
43
Properties=species:S:1:pos:R:3:forces:R:3:nbo_charge:R:1
Cl -2.77956 -2.92326 3.35177 -0.203 -0.107 0.378 0.024
O 0.25488 4.42791 -3.04609 0.215 0.380 -0.136 -0.709
O -1.70091 -1.14898 1.50958 -0.058 -0.127 0.100 -0.392
N -0.75365 -1.71729 -0.40256 -0.207 -0.793 0.257 -0.459
N 0.72947 1.53829 -0.73891 0.158 0.003 -0.162 -0.445
C 1.88683 0.90664 -0.11829 0.058 0.025 0.395 -0.223
C -2.02989 -6.27530 1.36477 -0.016 0.052 0.037 -0.192
C -1.29957 -0.00906 0.90044 0.602 0.404 -1.038 0.270
C -2.44578 -5.36419 2.31762 -0.006 -0.059 0.001 -0.233
C -2.23750 -4.00724 2.12349 0.148 -0.067 -0.293 -0.030
C -1.52354 1.30412 1.54787 -0.216 -0.304 0.132 -0.671
C -1.19405 -4.48325 0.01574 -0.050 0.098 0.108 -0.170
C 1.15805 2.58898 -1.65974 -0.204 0.482 -0.036 -0.067
C 2.65341 1.90370 0.73819 0.153 -0.126 -0.278 -0.403
C -1.40152 -5.83151 0.21020 0.001 -0.011 -0.004 -0.220
C -0.71172 -0.36115 -0.28628 -0.482 0.462 0.846 0.064
C 3.13273 3.04717 -0.14337 -0.204 0.091 0.215 -0.392
C -1.60690 -3.54263 0.96606 -0.250 -0.466 0.423 -0.068
C -1.34899 -2.14885 0.67797 0.517 0.663 -0.923 0.443
C 1.93456 3.64947 -0.86624 0.197 -0.226 -0.283 -0.411
C -0.12111 0.51756 -1.33796 -0.087 0.091 -0.023 -0.249
C -0.05664 3.24940 -2.34720 -0.019 -0.443 0.141 -0.062
H -1.26735 1.25012 2.60430 0.033 0.086 0.094 0.228
H 0.42590 -0.11922 -2.05229 -0.059 0.045 -0.018 0.192
H -0.82829 3.43828 -1.58724 0.017 -0.098 -0.017 0.159
H 2.56200 0.48301 -0.88383 -0.042 -0.027 0.002 0.163
H -2.57058 1.59750 1.46816 -0.064 0.085 0.046 0.224
H 1.26021 4.09759 -0.13177 -0.091 0.077 0.012 0.198
H -1.07578 -6.54001 -0.53577 0.034 -0.047 -0.073 0.218
H -0.94244 1.00113 -1.86863 0.100 -0.028 -0.092 0.214
H -0.90047 2.04116 1.04976 0.013 0.029 0.016 0.254
H -2.19735 -7.32940 1.52478 -0.018 -0.090 0.023 0.218
H 1.52776 0.08350 0.50223 0.079 -0.003 -0.064 0.213
H 3.84882 2.66795 -0.87623 0.065 0.012 -0.023 0.197
H 0.50284 5.11314 -2.41656 -0.029 -0.058 -0.056 0.465
H 1.99202 2.28941 1.51559 -0.023 -0.018 0.091 0.200
H 1.82331 2.18262 -2.44580 -0.029 0.002 0.039 0.167
H 2.28397 4.42504 -1.55066 -0.059 0.027 0.017 0.211
H -2.93551 -5.69658 3.21958 -0.040 0.002 0.079 0.228
H 3.63310 3.81289 0.45251 0.075 -0.003 -0.047 0.209
H 3.49579 1.40349 1.21815 -0.006 -0.016 0.062 0.211
H -0.46720 2.58742 -3.11167 -0.053 0.003 0.147 0.182
H -0.70934 -4.10958 -0.87172 0.047 -0.004 -0.093 0.242
```
Forces are in eV/Å.



(2)
An isolated ion of composition C3H8IN2 and charge +1 in a non-equilibrium geometry, computed with ωB97M-V/def2-TZVPD.

Results
Max |F| ... 4.43 eV/A
LUMO ... -4.09 eV
Charge ... +1
E_HOMO ... -0.47641 Eh
SMILES ... IN1CC[NH2+]C1
Energy above the lowest of the compared OMol25 structures with the same formula, charge and spin ... 34.58 kcal/mol
2S+1 ... 1

XYZ file:
```
14
Properties=species:S:1:pos:R:3:forces:R:3:nbo_charge:R:1
I -1.67053 1.31197 2.35787 0.413 -0.338 -0.666 0.388
N -0.77849 0.19203 0.84980 -0.346 -0.827 2.326 -0.588
N 0.89330 -0.84061 -0.14978 0.862 0.128 0.493 -0.499
C -0.01334 -0.32490 -1.24617 0.623 0.021 -0.128 -0.225
C 0.64636 0.05540 0.93766 -0.958 -0.466 4.295 -0.087
C -1.01220 0.59134 -0.50019 -2.364 -3.018 0.108 -0.264
H 1.01403 1.01070 0.79034 1.895 1.837 -0.697 0.194
H 0.69912 -1.76655 0.25264 -0.089 0.012 -0.913 0.453
H -0.41304 -1.20779 -1.62837 -1.210 -1.171 -0.885 0.239
H -2.12835 0.42088 -0.61394 1.391 -0.221 -0.837 0.254
H 1.10265 -0.37490 1.91975 -1.215 0.733 -1.564 0.242
H 0.65610 0.06594 -2.01629 -0.440 0.535 0.189 0.247
H 1.88652 -0.71112 -0.28309 0.480 -0.650 -0.976 0.446
H -0.88215 1.57761 -0.67021 0.959 3.425 -0.746 0.199
```
Forces are in eV/Å.



(3)
A 2-piece molecular cluster, CH2NO3S overall in a non-equilibrium geometry, computed with ωB97M-V/def2-TZVPD.

Results
Max |F| ... 1.67 eV/A
LUMO ... 3.74 eV
Charge ... -1
E_HOMO ... -0.11716 Eh
Energy above the lowest of the compared OMol25 structures with the same formula, charge and spin ... 100.51 kcal/mol
2S+1 ... 1

XYZ file:
```
8
Properties=species:S:1:pos:R:3:forces:R:3:nbo_charge:R:1
S 0.52607 -1.47804 -1.12710 0.464 0.939 1.294 0.894
O 1.27778 -0.90809 -2.29228 -0.010 -0.047 -0.524 -1.016
O -2.02936 0.40756 1.15904 -0.145 0.479 -0.141 -0.538
O -1.05874 2.09440 0.21564 -0.545 0.029 0.226 -0.521
N -1.08982 0.90651 0.53302 0.857 -0.348 0.003 0.343
C 0.65892 -0.46765 0.19477 -0.375 -1.227 -1.063 -0.595
H 1.36598 0.34263 0.19182 0.022 0.255 -0.121 0.219
H 0.34916 -0.89734 1.12508 -0.266 -0.080 0.324 0.214
```
Forces are in eV/Å.



(4)
C13H57N24O14PSi2 as an isolated structure in a non-equilibrium geometry, computed with ωB97M-V/def2-TZVPD.

Results
Max |F| ... 1.05 eV/A
LUMO ... 0.01 eV
Charge ... 0
E_HOMO ... -0.29281 Eh
2S+1 ... 1

XYZ file:
```
111
Properties=species:S:1:pos:R:3:forces:R:3:lowdin_charge:R:1
P 4.80724 -1.12874 -8.70857 1.044 -0.002 -0.126 0.676
Si 2.96259 -2.33467 -9.13475 -0.291 -0.096 -0.055 0.353
Si 0.99167 -0.87217 -7.68858 -0.598 0.403 -0.043 0.524
O 1.65211 -3.03080 5.65501 0.128 0.320 0.008 0.011
O 1.58725 -1.39261 -9.16433 0.407 -0.187 0.524 -0.537
O -2.96739 -0.63576 -3.59018 -0.045 -0.219 -0.044 0.016
O -1.15699 -3.44709 -6.34401 -0.029 -0.228 -0.071 -0.017
O 0.61965 2.14667 -0.95474 -0.057 0.064 0.019 -0.015
O -7.61998 0.29848 5.97560 0.024 0.003 -0.008 0.021
O -2.13783 -6.42401 4.31116 0.042 -0.033 0.026 0.023
O -1.47459 1.88571 5.28007 -0.099 0.049 -0.010 0.008
O 2.64292 5.77879 2.10944 -0.169 -0.071 -0.030 -0.011
O 3.11523 0.19521 -4.04262 0.068 -0.017 -0.082 0.015
O -5.37926 0.65802 -0.49468 0.050 0.109 -0.050 0.016
O 4.52945 2.08744 2.23348 0.080 -0.082 0.162 0.006
O -1.16108 -1.87151 3.52218 -0.399 0.066 -0.071 -0.020
O 4.31550 0.47079 -8.80417 -0.785 -0.383 0.262 -0.416
N -1.91059 2.36290 7.45446 0.031 -0.010 -0.012 0.143
N 1.21891 7.50946 2.42933 0.059 -0.084 -0.022 0.169
N -6.69545 0.33639 3.90087 0.043 0.019 0.083 0.154
N 0.87252 4.08174 0.21912 -0.106 -0.009 -0.142 0.165
N 3.29946 -4.34417 6.49668 -0.020 0.039 -0.036 0.150
N 2.47631 7.35518 0.49517 -0.011 -0.076 0.072 0.171
N -1.34628 -4.83136 2.90010 -0.001 -0.157 0.106 0.160
N -2.60931 -5.14644 -6.74042 0.009 0.004 0.000 0.141
N -2.84251 1.01506 -5.13397 -0.030 -0.042 -0.001 0.152
N 1.64695 -5.22762 5.13334 0.108 0.105 -0.031 0.171
N 3.15572 1.89306 -5.54829 0.040 -0.121 -0.028 0.149
N -0.66074 -7.03230 2.70099 0.124 0.044 0.091 0.139
N 2.16263 2.24673 0.70451 -0.393 -0.038 -0.079 0.176
N -3.11843 -3.46979 -5.22224 0.084 0.046 -0.023 0.164
N 6.03706 2.30950 3.91580 -0.044 0.016 -0.059 0.151
N -0.66343 -0.68046 1.64979 -0.045 -0.037 0.025 0.172
N -4.04637 1.76836 0.97411 -0.098 -0.070 0.019 0.170
N -4.03205 1.32028 -3.16897 0.154 -0.136 -0.024 0.164
N 1.97742 2.10199 -3.56974 0.172 -0.255 0.023 0.161
N -4.68530 -0.41594 1.37188 -0.037 0.069 0.192 0.152
N -1.22256 0.24492 6.82581 -0.041 -0.002 -0.156 0.161
N 0.98660 -1.30148 3.14555 -0.033 -0.094 0.073 0.174
N -5.40169 -0.12694 5.75164 0.009 0.002 0.019 0.152
N 4.58705 4.03701 3.36334 -0.033 -0.203 -0.101 0.164
C -2.22795 -3.98666 -6.11355 -0.071 0.132 0.119 -0.676
C -0.33006 -1.31205 2.81076 0.297 0.081 0.044 -0.677
C 2.77062 1.32157 -4.35754 -0.141 0.214 -0.028 -0.683
C -3.26532 0.49661 -3.93784 0.015 0.169 -0.054 -0.668
C 2.17056 -4.13176 5.75407 -0.176 -0.309 -0.098 -0.665
C -4.74461 0.67600 0.54854 0.178 -0.011 0.034 -0.665
C 1.18554 2.77991 -0.06572 0.084 0.051 0.179 -0.665
C 5.02445 2.77209 3.12103 -0.059 0.096 0.014 -0.663
C -1.53096 1.51886 6.44205 0.043 -0.106 0.030 -0.692
C -1.43533 -6.10987 3.36738 -0.079 0.030 -0.161 -0.703
C -6.64239 0.17819 5.25949 0.029 0.010 -0.038 -0.686
C 2.14245 6.82222 1.70199 0.016 0.331 -0.048 -0.663
C 5.02729 -1.48383 -6.90319 -0.646 0.293 -0.702 -0.345
H -0.94318 -0.40194 6.10642 -0.001 -0.011 -0.013 0.096
H -3.48214 -5.60670 -6.56965 -0.012 0.022 0.030 0.086
H -4.00645 -3.88539 -5.01812 0.004 -0.034 -0.022 0.092
H -2.27218 0.42758 -5.71354 0.022 -0.022 0.017 0.095
H 3.73690 -5.23971 6.59620 -0.033 -0.023 -0.012 0.092
H 2.01955 -0.99069 -6.63345 0.154 0.021 -0.132 -0.043
H 0.61907 0.55289 -7.87326 0.193 0.063 -0.008 -0.062
H -4.15692 -0.43470 2.22563 0.189 -0.091 -0.100 0.085
H 3.13507 -3.03049 -10.42162 -0.136 0.089 -0.108 -0.065
H -7.58436 0.55887 3.49504 -0.011 -0.001 0.000 0.103
H 1.33078 4.60979 0.94245 0.090 -0.129 0.026 0.050
H 1.70010 -0.87001 2.58929 -0.055 0.086 -0.013 0.094
H 0.79419 8.36297 2.12059 0.015 0.008 -0.026 0.100
H -1.88031 -4.11524 3.36177 0.159 0.128 0.041 0.084
H -5.31835 -0.25142 6.74213 -0.013 -0.008 0.012 0.099
H -0.76435 -4.56404 2.12889 0.002 0.019 -0.011 0.096
H 1.23691 -1.76854 4.00487 0.066 -0.101 0.065 0.062
H 3.73996 1.34678 -6.15376 0.067 0.031 -0.028 0.069
H -4.35210 0.96713 -2.28114 -0.200 -0.002 0.092 0.057
H 1.66034 1.72413 -2.68925 -0.145 0.118 0.030 0.063
H -0.70697 -7.98196 3.01712 -0.055 -0.014 -0.003 0.096
H 0.00161 -0.21727 1.05677 -0.032 0.054 -0.012 0.088
H 2.85656 -3.35375 -8.06317 -0.021 -0.078 -0.020 -0.037
H 6.36784 1.37917 3.74491 -0.007 -0.012 -0.027 0.101
H 4.96372 4.63066 4.07680 0.001 -0.017 0.017 0.096
H -4.06548 2.58154 0.38879 0.018 0.003 -0.020 0.104
H 6.45687 2.85047 4.64649 -0.019 0.033 -0.004 0.091
H -0.21057 -1.57921 -7.25970 -0.056 -0.155 -0.127 -0.070
H -1.62949 -0.68212 1.38266 0.008 -0.026 -0.092 0.083
H -1.25850 -0.07114 7.77557 0.009 0.016 0.013 0.092
H -2.14957 3.30247 7.20246 -0.016 0.002 -0.025 0.097
H 3.69663 -3.55186 6.96411 -0.009 0.021 -0.001 0.101
H 1.68866 3.02588 -3.82472 -0.013 -0.004 -0.036 0.088
H 4.27876 -0.96896 -6.31229 -0.022 0.099 0.361 -0.010
H -5.16976 -1.24478 1.07959 0.027 -0.016 -0.034 0.116
H -3.51032 1.79340 1.82286 0.038 -0.029 -0.012 0.099
H 6.02843 -1.22470 -6.59851 0.251 0.059 0.179 0.021
H 3.35398 0.51060 -8.65658 0.349 0.326 -0.070 -0.004
H -0.08053 -6.80596 1.91590 -0.048 0.024 -0.038 0.088
H -1.96904 -5.54234 -7.40132 0.026 0.014 -0.002 0.097
H 0.80366 -5.09498 4.60176 -0.057 0.013 0.036 0.082
H -3.06853 1.93858 -5.44790 -0.014 0.012 0.028 0.087
H 3.15361 6.85980 -0.05534 0.003 -0.028 -0.003 0.114
H 0.95797 7.12900 3.32012 -0.003 -0.023 0.007 0.111
H -1.96271 2.08744 8.41601 -0.001 -0.032 -0.003 0.088
H -2.85942 -2.61618 -4.75113 -0.061 0.111 0.113 0.071
H -4.58284 -0.22223 5.18109 0.026 0.010 0.026 0.086
H 2.64565 2.74238 1.43172 0.217 -0.125 -0.044 0.061
H 2.08376 8.20464 0.13662 -0.018 0.011 0.022 0.100
H -4.28535 2.24932 -3.44318 0.013 -0.006 -0.056 0.091
H 2.43741 1.30162 0.51569 0.185 0.047 -0.059 0.102
H 2.04061 -6.14620 5.20141 -0.011 -0.008 0.039 0.096
H 2.88766 2.81383 -5.83593 -0.025 0.014 0.030 0.087
H 0.15156 4.51185 -0.32716 -0.033 -0.061 -0.023 0.097
H 4.84881 -2.54646 -6.78845 0.153 -0.309 0.157 0.016
H 3.83074 4.37836 2.78643 0.216 0.218 0.202 0.050
H -5.89470 0.23673 3.30429 -0.176 0.003 -0.047 0.048
```
Forces are in eV/Å.



Which formula does entry 2 have?
C3H8IN2